Entry 1:
DFT (ωB97M-V/def2-TZVPD) results for an isolated molecule of C2H2O3S.

As for the HOMO-LUMO gap: 10.23 eV. For the total energy, the calculation gives -701.229319 hartree. The SMILES is O=[S@@]12=C[C@]1(O)O2. As for the LUMO energy: 0.4451 eV. The max |F| comes out at 4.96 eV/A.

ORCA input file:
```
! wB97M-V def2-TZVPD RIJCOSX def2/J DEFGRID3
* xyz 0 1
O 2.911 1.896 -1.567
S 2.431 1.394 -0.313
C 1.018 0.255 -0.450
C 0.254 1.215 0.196
O -0.985 1.118 0.802
O 1.031 2.348 0.270
H 1.062 -0.787 -0.702
H -0.996 0.236 1.018
*
```

Entry 2:
DFT (ωB97M-V/def2-TZVPD) results for a structure of composition C10H17N3O5PdS.

As for the HOMO-LUMO gap: 6.67 eV. For the total energy, the calculation gives -1457.883112 hartree. As for the LUMO energy: 5.2354 eV. The max |F| comes out at 0.55 eV/A.

ORCA input file:
```
! wB97M-V def2-TZVPD RIJCOSX def2/J DEFGRID3
* xyz -2 1
Pd 1.979 -1.034 0.892
O -0.811 0.165 1.600
C -0.643 1.166 0.608
C -0.518 0.596 -0.797
N 0.772 0.003 -1.195
C 0.535 -0.722 -2.455
C 1.670 -1.625 -3.006
O 1.321 -2.289 -4.008
O 2.769 -1.614 -2.414
C 1.754 1.062 -1.488
C 2.286 1.824 -0.276
O 2.470 3.047 -0.397
O 2.524 1.124 0.752
H 0.073 -0.208 1.764
H 0.194 1.818 0.857
H -1.558 1.766 0.635
H -0.780 1.393 -1.519
H -1.282 -0.183 -0.882
H 0.289 -0.003 -3.255
H -0.344 -1.357 -2.342
H 1.322 1.785 -2.196
H 2.604 0.563 -1.953
S 2.011 -2.243 2.848
C 1.451 -2.960 1.359
N 0.059 -3.261 1.224
C -0.360 -3.449 -0.163
C 0.465 -4.561 -0.793
C 1.942 -4.222 -0.666
N 2.254 -3.967 0.745
H -0.462 -2.511 1.661
H -0.221 -2.533 -0.746
H -1.426 -3.694 -0.171
H 0.206 -4.670 -1.848
H 0.259 -5.499 -0.265
H 2.189 -3.366 -1.299
H 2.548 -5.068 -1.003
H 3.215 -3.681 0.852
*
```

Entry 3:
DFT (ωB97M-V/def2-TZVPD) results for a structure of composition C49H40Ge2N9OY.

As for the HOMO-LUMO gap (alpha / beta): 5.19 / 4.33 eV. For the total energy, the calculation gives -6651.483010 hartree. As for the LUMO energy (alpha / beta): -4.1027 / -4.9643 eV. The max |F| comes out at 0.77 eV/A.

ORCA input file:
```
! wB97M-V def2-TZVPD RIJCOSX def2/J DEFGRID3
* xyz 1 2
Y 0.769 0.542 -0.211
C 6.150 0.435 -4.464
C 6.067 1.828 -4.370
C 5.170 2.441 -3.508
C 4.342 1.622 -2.757
C 3.336 1.905 -1.745
N 3.130 3.122 -1.229
C 2.402 3.429 -0.185
C 2.499 4.712 0.527
C 3.243 5.851 0.292
C 3.132 6.890 1.211
C 2.312 6.781 2.332
C 1.574 5.626 2.573
C 1.680 4.602 1.654
C 1.082 3.261 1.599
N 0.241 2.788 2.518
C 0.019 1.500 2.708
N 0.700 0.475 2.097
C 0.293 -0.709 2.607
N 0.722 -1.921 2.310
C 1.507 -2.225 1.286
N 1.881 -1.414 0.275
C 2.725 -2.098 -0.575
N 3.385 -1.619 -1.591
C 3.469 -0.308 -1.894
N 2.799 0.715 -1.315
C 4.428 0.227 -2.850
C 5.337 -0.386 -3.697
C 2.833 -3.488 -0.096
C 3.505 -4.586 -0.587
C 3.396 -5.775 0.133
C 2.647 -5.846 1.303
C 1.976 -4.729 1.799
C 2.086 -3.560 1.080
C -0.692 -0.507 3.730
C -3.219 -1.079 3.436
C -3.785 -0.024 4.316
C -3.249 1.170 4.627
C -2.030 1.683 4.051
C -1.000 0.955 3.588
N 1.500 2.631 0.490
H 6.867 -0.005 -5.144
H 6.724 2.435 -4.977
H 5.117 3.517 -3.421
H 3.891 5.927 -0.571
H 3.696 7.800 1.057
H 2.254 7.607 3.027
H 0.944 5.527 3.447
H 5.405 -1.463 -3.751
H 4.086 -4.526 -1.497
H 3.902 -6.662 -0.224
H 2.582 -6.786 1.833
H 1.384 -4.775 2.702
H -3.858 -1.958 3.554
H -4.777 -0.220 4.712
H -3.831 1.858 5.228
H -1.962 2.758 3.903
C -2.511 2.874 -2.091
C -1.018 2.895 -2.077
N -0.385 3.962 -2.560
O -0.369 1.931 -1.636
H -2.941 3.802 -2.458
H -2.868 2.672 -1.081
H -2.834 2.041 -2.717
H -0.890 4.737 -2.952
H 0.624 3.971 -2.583
C -4.156 1.216 1.321
Ge -3.605 -0.671 1.467
C -1.815 -1.542 3.844
C -5.223 -1.776 1.235
Ge -1.799 -1.075 -0.158
C -2.687 -0.716 -1.908
C -1.876 -0.636 -3.045
C -2.394 -0.345 -4.300
C -3.754 -0.103 -4.447
C -4.580 -0.177 -3.335
C -4.050 -0.487 -2.086
C -1.462 -3.026 -0.157
C -0.591 -3.555 -1.114
C -0.254 -4.902 -1.126
C -0.777 -5.756 -0.164
C -1.640 -5.252 0.797
C -1.977 -3.904 0.795
H -4.958 1.445 2.021
H -4.516 1.415 0.311
H -3.322 1.890 1.526
H -1.872 -1.865 4.885
H -0.062 -0.615 4.627
H -1.514 -2.419 3.268
H -5.929 -1.541 2.034
H -4.967 -2.833 1.303
H -5.726 -1.618 0.282
H -0.804 -0.804 -2.959
H -1.737 -0.304 -5.160
H -4.167 0.128 -5.420
H -5.644 -0.004 -3.436
H -4.729 -0.551 -1.244
H -0.169 -2.907 -1.877
H 0.414 -5.285 -1.887
H -0.518 -6.806 -0.170
H -2.063 -5.912 1.545
H -2.672 -3.542 1.546
*
```

Entry 4:
DFT (ωB97M-V/def2-TZVPD) results for the ion C14H16ClN2O2 with charge +1.

As for the HOMO-LUMO gap: 9.14 eV. For the total energy, the calculation gives -1263.044818 hartree. The SMILES is O=C(C[NH2+]Cc1ccccc1Cl)NCc1ccco1. As for the LUMO energy: -2.6282 eV. The max |F| comes out at 1.03 eV/A.

ORCA input file:
```
! wB97M-V def2-TZVPD RIJCOSX def2/J DEFGRID3
* xyz 1 1
O -2.167 0.366 -0.922
C -1.179 0.956 -1.329
C 0.111 0.811 -0.486
N -0.248 -0.114 0.600
C 0.010 0.347 1.986
C -0.392 -0.709 2.979
C 0.550 -1.305 3.809
C 0.172 -2.258 4.739
C -1.157 -2.630 4.845
C -2.110 -2.052 4.023
C -1.727 -1.098 3.096
Cl -2.936 -0.374 2.066
N -1.141 1.720 -2.409
C 0.036 2.357 -2.984
C 0.953 1.362 -3.624
C 2.237 0.989 -3.347
C 2.572 -0.006 -4.298
C 1.466 -0.168 -5.072
O 0.483 0.652 -4.672
H 0.390 1.784 -0.077
H 0.928 0.436 -1.103
H -1.321 -0.220 0.462
H 0.166 -1.039 0.469
H 1.071 0.579 2.097
H -0.579 1.253 2.151
H 1.586 -1.010 3.735
H 0.914 -2.707 5.380
H -1.458 -3.369 5.570
H -3.147 -2.338 4.103
H -1.991 1.741 -2.957
H 0.581 2.909 -2.215
H -0.319 3.066 -3.734
H 2.878 1.393 -2.588
H 3.506 -0.519 -4.389
H 1.263 -0.807 -5.907
*
```

Entry 5:
DFT (ωB97M-V/def2-TZVPD) results for a cluster of 9 separate species, H18O9 in total.

As for the HOMO-LUMO gap: 10.01 eV. For the total energy, the calculation gives -687.888600 hartree. The SMILES is O.O.O.O.O.O.O.O.O. As for the LUMO energy: -0.1849 eV. The max |F| comes out at 1.34 eV/A.

ORCA input file:
```
! wB97M-V def2-TZVPD RIJCOSX def2/J DEFGRID3
* xyz 0 1
O 0.368 -0.324 -0.042
H 1.297 -0.070 -0.010
H -0.104 0.479 0.203
O 5.278 0.513 0.987
H 4.514 1.075 1.159
H 6.022 1.017 1.336
O -1.004 0.374 2.523
H -1.833 0.088 2.123
H -0.784 1.186 2.052
O 0.834 -3.084 -0.984
H -0.111 -2.910 -0.900
H 1.246 -2.413 -0.428
O -4.554 0.247 0.598
H -4.493 0.226 1.560
H -3.787 0.761 0.324
O -1.504 -2.402 0.646
H -2.382 -2.146 0.950
H -1.517 -3.366 0.679
O -3.548 -0.176 -2.176
H -4.348 0.290 -2.446
H -3.801 -0.623 -1.360
O 5.257 -0.528 -1.154
H 4.967 -1.385 -0.822
H 4.520 -0.224 -1.696
O -0.166 4.105 -0.878
H 0.577 4.661 -1.139
H -0.942 4.629 -1.104
*
```

Entry 6:
DFT (ωB97M-V/def2-TZVPD) results for a structure of composition C35H38As2Cl2NRhSSi.

As for the HOMO-LUMO gap (alpha / beta): 6.48 / 6.48 eV. For the total energy, the calculation gives -7600.955798 hartree. As for the LUMO energy (alpha / beta): -7.3020 / -7.3024 eV. The max |F| comes out at 1.18 eV/A.

ORCA input file:
```
! wB97M-V def2-TZVPD RIJCOSX def2/J DEFGRID3
* xyz 2 1
Rh 0.013 -0.003 -0.332
C 1.952 -2.234 4.178
Si 0.180 -2.741 4.417
C -0.553 -1.999 5.947
C 0.019 -4.590 4.396
C -0.899 -2.141 2.953
C -2.257 -2.469 2.952
C -3.115 -2.094 1.919
C -2.599 -1.403 0.848
N -1.294 -1.099 0.802
C -0.492 -1.427 1.834
S 1.087 -0.725 1.462
H 2.535 -2.656 5.002
H 2.095 -1.151 4.207
H 2.379 -2.618 3.249
H -0.027 -2.361 6.834
H -1.605 -2.267 6.062
H -0.482 -0.909 5.941
H 0.581 -5.034 5.221
H 0.407 -5.014 3.466
H -1.019 -4.912 4.503
H -2.669 -3.023 3.789
H -4.168 -2.334 1.948
H -3.214 -1.074 0.021
C 1.341 -0.732 -3.402
C 2.387 0.264 -2.952
As 1.727 1.304 -1.441
C 3.231 2.294 -0.840
C 3.899 3.093 -1.767
C 5.032 3.783 -1.365
C 5.490 3.671 -0.058
C 4.820 2.874 0.858
C 3.685 2.177 0.469
C 0.497 2.577 -2.237
C -0.697 2.093 -2.778
C -1.633 2.963 -3.319
C -1.379 4.329 -3.329
C -0.207 4.819 -2.769
C 0.723 3.950 -2.208
As 0.671 -1.737 -1.868
C -0.587 -2.971 -2.613
C -1.876 -3.133 -2.127
C -2.720 -4.065 -2.716
C -2.271 -4.826 -3.784
C -0.978 -4.666 -4.263
C -0.127 -3.741 -3.680
C 2.164 -2.819 -1.325
C 3.221 -3.031 -2.209
C 4.266 -3.869 -1.849
C 4.255 -4.503 -0.616
C 3.190 -4.312 0.254
C 2.143 -3.474 -0.097
H 1.725 -1.456 -4.121
H 0.497 -0.242 -3.884
H 2.670 0.965 -3.737
H 3.293 -0.241 -2.611
H 3.544 3.192 -2.785
H 5.559 4.407 -2.074
H 6.376 4.211 0.247
H 5.180 2.793 1.875
H 3.161 1.553 1.185
H -0.920 1.028 -2.787
H -2.549 2.576 -3.745
H -2.098 5.010 -3.765
H -0.012 5.884 -2.769
H 1.625 4.350 -1.763
H -2.223 -2.546 -1.293
H -3.726 -4.197 -2.339
H -2.929 -5.552 -4.243
H -0.627 -5.268 -5.091
H 0.886 -3.647 -4.051
H 3.251 -2.552 -3.179
H 5.086 -4.030 -2.537
H 5.072 -5.154 -0.337
H 3.172 -4.824 1.208
H 1.307 -3.359 0.577
Cl -1.337 4.622 1.718
C -1.733 3.559 0.411
Cl -1.358 1.818 0.841
H -1.146 3.791 -0.467
H -2.799 3.553 0.219
*
```

Entry 7:
DFT (ωB97M-V/def2-TZVPD) results for a structure of composition C2H6N4OS.

As for the HOMO-LUMO gap: 9.39 eV. For the total energy, the calculation gives -771.993868 hartree. As for the LUMO energy: 0.2466 eV. The max |F| comes out at 5.52 eV/A.

ORCA input file:
```
! wB97M-V def2-TZVPD RIJCOSX def2/J DEFGRID3
* xyz 0 1
C 0.844 -0.594 0.562
C -0.961 -0.695 -1.917
H 2.136 1.688 0.885
H 2.642 1.399 2.683
H 0.617 -1.762 0.506
H -0.036 0.800 -0.369
H -1.354 -0.738 -2.985
H -3.771 0.178 0.241
N 1.698 1.309 1.829
N 1.117 -0.071 1.683
N 0.914 0.233 -0.582
N -1.979 -0.772 -1.242
O 0.469 -0.508 -1.770
S -2.335 -0.468 0.475
*
```

Entry 8:
DFT (ωB97M-V/def2-TZVPD) results for a cluster of 21 separate species, C11H45Cl3O23 in total.

As for the HOMO-LUMO gap: 6.76 eV. For the total energy, the calculation gives -3557.041241 hartree. As for the LUMO energy: -1.7481 eV. The max |F| comes out at 5.44 eV/A.

ORCA input file:
```
! wB97M-V def2-TZVPD RIJCOSX def2/J DEFGRID3
* xyz 0 1
O 0.009 2.414 -0.831
O 2.211 -2.394 -0.335
Cl -0.229 -2.256 1.265
Cl 2.461 2.227 -2.590
Cl -5.662 2.682 2.416
C -1.300 0.423 0.903
C -2.345 0.545 1.534
O 3.499 -0.607 -2.013
C 0.523 1.260 -0.810
C 1.679 -1.317 -0.464
C 0.397 -1.022 0.179
C 1.763 1.026 -1.527
C -0.122 0.222 0.130
C 2.311 -0.281 -1.350
C -4.266 1.877 1.689
C -3.421 1.034 2.298
C -3.562 0.434 3.647
H 4.167 0.126 -2.226
H -3.947 2.030 0.657
H -4.432 0.711 4.132
H -3.545 -0.662 3.611
H -2.736 0.747 4.223
O -6.051 -0.471 0.008
H -6.639 -1.146 -0.464
H -6.649 0.155 0.532
O -8.314 1.207 0.839
H -9.324 1.150 0.820
H -8.011 1.691 0.004
O 4.177 -3.654 -2.284
H 3.560 -2.946 -1.908
H 4.330 -3.451 -3.263
O 3.862 -2.257 -4.706
H 4.409 -2.677 -5.447
H 3.142 -1.687 -5.130
O -5.273 -2.335 2.066
H -5.304 -1.526 1.458
H -6.210 -2.508 2.407
O -2.742 -2.143 -0.864
H -3.256 -3.014 -0.900
H -2.290 -2.081 0.040
O 1.493 -5.400 -0.447
H 0.643 -5.567 0.076
H 1.348 -4.589 -1.034
O 5.751 1.310 0.408
H 5.926 1.168 -0.578
H 6.436 1.968 0.759
O 5.378 1.076 -2.324
H 5.273 2.056 -2.551
H 5.958 0.648 -3.036
O 2.991 5.576 -2.880
H 3.297 6.226 -2.167
H 3.092 6.026 -3.781
O -2.855 4.326 0.400
H -2.342 4.177 1.258
H -2.188 4.483 -0.344
O -4.174 -3.054 5.455
H -4.254 -2.779 6.426
H -5.044 -2.827 4.991
O 6.345 -0.753 -4.147
H 7.193 -1.140 -4.540
H 5.598 -1.421 -4.290
O 5.452 3.821 -2.986
H 4.580 4.334 -2.988
H 5.856 3.883 -3.912
O -4.054 0.071 -1.964
H -3.331 -0.580 -1.686
H -4.850 -0.063 -1.355
O 2.265 4.431 -0.173
H 1.322 4.148 -0.407
H 2.655 4.917 -0.971
O -0.894 0.668 6.485
H -1.878 0.725 6.714
H -0.808 0.270 5.559
O 2.357 -1.795 3.230
H 3.247 -1.554 2.814
H 2.459 -1.757 4.236
O -0.235 -0.505 4.083
H -0.247 0.331 3.513
H 0.649 -0.975 3.936
O 1.051 -4.334 -2.833
H 0.813 -3.771 -3.640
H 0.859 -5.302 -3.057
*
```

Entry 9:
DFT (ωB97M-V/def2-TZVPD) results for a structure of composition C33H33ClN9O3PSc.

As for the HOMO-LUMO gap: 5.71 eV. For the total energy, the calculation gives -3557.366207 hartree. As for the LUMO energy: -9.3703 eV. The max |F| comes out at 0.72 eV/A.

ORCA input file:
```
! wB97M-V def2-TZVPD RIJCOSX def2/J DEFGRID3
* xyz 3 1
Sc -0.625 0.350 -0.668
C -1.220 4.819 -0.649
C -1.083 3.502 -1.055
N -1.070 2.507 -0.164
C -1.176 2.815 1.138
C -1.255 4.141 1.526
N -1.287 5.134 0.639
C -1.253 1.664 2.064
C -1.347 1.778 3.429
C -1.459 0.627 4.211
C -1.460 -0.610 3.555
C -1.357 -0.649 2.186
N -1.256 0.470 1.448
C -1.310 -1.898 1.398
C -1.507 -3.156 1.956
N -1.351 -4.271 1.255
C -0.995 -4.146 -0.020
C -0.853 -2.903 -0.605
N -1.025 -1.772 0.090
C -1.583 0.717 5.677
C -0.919 -0.179 6.503
C -1.066 -0.037 7.876
N -1.832 0.899 8.441
C -2.473 1.745 7.633
C -2.373 1.704 6.249
H -1.266 5.626 -1.370
H -0.952 3.247 -2.097
H -1.290 4.424 2.570
H -1.325 2.747 3.911
H -1.553 -1.516 4.137
H -1.803 -3.270 2.991
H -0.825 -5.057 -0.583
H -0.588 -2.809 -1.647
H -0.267 -0.943 6.098
H -0.546 -0.704 8.554
H -3.097 2.491 8.114
H -2.930 2.409 5.641
C -1.908 -0.787 -6.469
N -1.686 -2.112 -5.699
C -0.234 -2.574 -5.942
N 0.679 -1.546 -5.571
C 0.418 -0.318 -6.329
N -0.940 0.176 -6.075
C -1.118 0.679 -4.720
P -0.841 -0.667 -3.453
C -1.961 -1.940 -4.228
C 0.775 -1.315 -4.134
H -2.925 -0.462 -6.260
H -1.809 -1.032 -7.523
H -2.322 -2.819 -6.074
H -0.161 -2.804 -7.002
H -0.088 -3.481 -5.359
H 0.527 -0.529 -7.392
H 1.145 0.443 -6.053
H -2.117 1.098 -4.602
H -0.397 1.474 -4.535
H -3.001 -1.635 -4.106
H -1.841 -2.908 -3.745
H 1.064 -2.233 -3.622
H 1.543 -0.568 -3.943
C 4.699 -1.019 0.448
C 3.877 -0.275 1.473
C 3.607 -0.857 2.708
C 2.882 -0.187 3.676
Cl 2.566 -0.966 5.191
C 2.434 1.106 3.454
C 2.686 1.691 2.221
C 3.379 0.995 1.248
O 3.576 1.671 0.042
C 3.167 1.096 -1.168
C 1.714 0.692 -1.112
O 0.853 1.066 -1.991
O 1.263 0.004 -0.125
H 5.189 -1.876 0.906
H 5.478 -0.381 0.023
H 4.083 -1.401 -0.373
H 3.990 -1.849 2.925
H 1.922 1.650 4.239
H 2.375 2.709 2.009
H 3.760 0.225 -1.464
H 3.274 1.871 -1.922
*
```